This record from OMol25 describes a molecular structure, C22H40ClN4O5PPtS. The level of theory is wB97M-V/def2-TZVPD.

Results
highest occupied orbital energy (spin up / spin down)	-14.05 / -14.05	eV
multiplicity	5
net charge	+2

```
75
Properties=species:S:1:pos:R:3:forces:R:3
Pt -0.189 0.221 0.448 -0.17 -0.06 -0.23
Cl 0.904 2.234 0.600 0.03 -0.33 -0.17
C -0.947 2.023 3.723 0.03 -0.26 -0.30
C -0.514 0.576 3.932 0.24 0.81 0.88
C -1.173 0.023 5.195 -0.08 -0.33 -0.51
C 1.003 0.459 4.010 -0.18 -0.29 -0.27
O -1.022 -0.142 2.744 0.08 -0.29 -0.58
P -0.723 -1.714 2.371 -1.56 -0.49 1.22
O -0.480 -2.605 3.497 0.16 0.23 -0.24
O 0.418 -1.575 1.319 0.56 0.83 -1.06
O -1.967 -1.974 1.419 0.68 -0.02 0.02
C -3.361 -2.296 1.787 -1.03 -0.06 0.27
C -3.839 -3.300 0.750 0.34 0.02 -0.01
C -3.486 -2.893 3.186 0.49 0.10 -0.13
C -4.168 -1.001 1.704 0.31 -0.02 -0.19
H -0.649 2.621 4.583 0.00 0.01 0.01
H -2.030 2.081 3.615 -0.02 0.01 0.05
H -0.477 2.439 2.830 -0.05 0.06 0.14
H -0.793 0.556 6.065 0.02 0.06 -0.03
H -0.946 -1.034 5.299 0.02 -0.09 0.13
H -2.255 0.150 5.150 0.00 0.03 0.02
H 1.367 1.012 4.873 0.00 0.01 0.01
H 1.472 0.871 3.114 0.02 0.04 0.03
H 1.295 -0.588 4.117 0.05 0.03 0.07
H -3.341 -4.261 0.885 -0.01 0.00 0.01
H -3.639 -2.939 -0.260 -0.07 -0.01 0.01
H -4.913 -3.442 0.848 -0.01 0.01 -0.03
H -2.767 -3.698 3.323 -0.04 -0.07 0.07
H -4.490 -3.294 3.310 -0.04 0.05 -0.05
H -3.315 -2.141 3.957 0.01 -0.01 0.05
H -4.286 -0.682 0.666 -0.04 -0.02 0.13
H -3.673 -0.211 2.272 -0.06 0.01 0.07
H -5.160 -1.164 2.120 -0.02 0.00 -0.01
C -4.427 -4.370 -4.010 -0.07 0.23 -0.05
C -4.979 -2.987 -4.352 0.04 -0.47 0.06
N -4.190 -1.912 -3.751 0.01 0.15 0.41
C -3.040 -1.402 -4.488 -0.13 0.47 -0.17
C -3.323 -0.092 -5.224 0.09 -0.22 0.04
C -4.560 -1.481 -2.526 0.08 -0.28 -0.45
O -5.474 -1.960 -1.878 -0.06 0.15 0.10
C -3.842 -0.306 -1.902 0.07 0.06 0.08
C -4.568 0.863 -1.677 0.10 0.03 0.02
C -4.003 1.893 -0.942 0.01 -0.12 -0.08
C -2.732 1.723 -0.425 -0.11 0.25 0.09
N -2.051 0.594 -0.632 0.52 -0.26 0.39
C -2.580 -0.407 -1.348 -0.18 -0.02 -0.24
H -5.029 -5.132 -4.504 0.05 -0.04 0.00
H -4.481 -4.537 -2.934 0.03 -0.02 0.01
H -3.393 -4.475 -4.341 0.00 -0.05 0.00
H -5.995 -2.910 -3.973 -0.03 0.12 -0.11
H -4.985 -2.838 -5.432 -0.04 0.10 0.02
H -2.762 -2.164 -5.215 0.07 -0.08 0.10
H -2.192 -1.264 -3.814 0.04 -0.12 -0.03
H -4.171 -0.208 -5.897 -0.01 0.04 -0.01
H -2.450 0.190 -5.814 -0.05 0.04 -0.03
H -3.540 0.718 -4.527 -0.04 0.01 0.00
H -5.576 0.951 -2.063 -0.01 -0.03 0.00
H -4.544 2.808 -0.751 0.04 0.03 0.00
H -2.254 2.496 0.161 0.04 -0.05 0.04
H -1.991 -1.311 -1.448 -0.03 -0.02 0.05
C 3.439 1.448 -1.867 0.04 0.18 -0.17
N 3.515 0.171 -1.183 -0.26 0.00 -0.06
C 4.775 -0.310 -0.593 0.21 -0.10 0.12
C 4.406 -1.704 -0.045 0.24 0.03 0.02
N 2.978 -1.797 -0.379 -0.33 -0.08 -0.03
C 2.565 -0.721 -1.023 0.87 -0.17 0.19
S 0.970 -0.586 -1.694 -0.44 0.24 0.22
H 3.774 2.241 -1.200 -0.06 -0.03 0.05
H 2.413 1.655 -2.171 -0.01 0.01 0.03
H 4.079 1.441 -2.750 -0.04 -0.06 0.00
H 5.104 0.379 0.186 -0.07 0.02 -0.01
H 5.545 -0.351 -1.362 -0.04 -0.01 -0.02
H 4.554 -1.788 1.029 -0.08 0.03 0.00
H 4.957 -2.504 -0.536 -0.03 0.02 -0.02
H 2.372 -2.540 -0.062 -0.07 0.06 0.04
```
Positions in Å, forces in eV/Å.



This record from OMol25 describes C3H5N3 in the gas phase. The level of theory is wB97M-V/def2-TZVPD.

Results
highest occupied orbital energy	-8.35	eV
SMILES string	Nc1ccn[nH]1
net charge	0

```
11
Properties=species:S:1:pos:R:3:forces:R:3
N 0.192 0.765 -1.679 -0.19 -0.30 -0.20
C 0.009 0.183 -0.428 0.23 -0.20 0.20
C -0.867 0.381 0.621 0.28 0.01 -0.04
C -0.265 -0.347 1.683 -0.09 -0.14 0.21
N 0.810 -1.009 1.312 -0.35 0.05 0.22
N 0.968 -0.685 0.015 -0.04 0.10 -0.02
H -0.537 1.379 -2.013 -0.05 -0.22 0.23
H 0.402 0.043 -2.349 0.00 0.16 -0.48
H -1.823 0.904 0.612 0.59 0.04 0.05
H -0.543 -0.389 2.725 -0.25 -0.05 -0.09
H 1.653 -1.224 -0.499 -0.13 0.55 -0.09
```
Positions in Å, forces in eV/Å.



Energy above the lowest of the compared OMol25 structures with the same formula, charge and spin? In order: 0.0000, 0.7301 eV.